[1]
C30H55CuFFeO12 as an isolated structure. Source: the Open Molecules 2025 dataset; level of theory: ωB97M-V with the def2-TZVPD basis set.

Results
**E_LUMO (alpha / beta)**: -7.463 / -9.853 eV
**DFT total energy**: -5082.29049 Eh
**E_HOMO (alpha / beta)**: -12.997 / -12.997 eV
**Expectation value of S²**: 8.763
**Charge**: +2
**Frontier orbital gap (alpha / beta)**: 5.534 / 3.145 eV
**Multiplicity**: 6

```
100
Properties=species:S:1:pos:R:3:forces:R:3:mulliken_charge:R:1
Cu 0.19462 -3.56749 -0.95804 -0.35 0.25 0.57 0.804
Fe -0.58517 -2.78229 2.62745 -0.20 -1.01 -2.27 1.019
C -2.78255 -5.87900 0.63492 0.54 0.15 0.72 -0.979
C -1.28484 -5.63168 1.02407 -1.93 -0.25 0.14 -0.219
O -1.00418 -4.25131 1.19165 1.21 2.81 1.38 -0.425
H -3.46730 -5.47347 1.37973 0.17 0.36 0.13 0.310
H -2.99909 -6.94591 0.68880 0.22 -0.11 -0.42 0.414
H -3.07610 -5.46668 -0.33044 0.24 -0.11 -0.08 0.090
H -0.66907 -6.04921 0.22745 0.33 -0.02 0.14 0.135
H -1.12369 -6.14982 1.96941 0.30 -0.21 -0.13 0.325
C -0.59064 0.67367 1.04968 0.03 -0.01 0.27 -1.013
C 0.33934 -0.38200 0.48270 -1.66 0.34 0.94 -0.364
O 0.27561 -1.56179 1.20363 0.64 -0.02 -0.71 0.616
H -1.18214 1.20522 0.30423 0.62 0.39 -0.18 0.021
H 0.01661 1.32487 1.67841 -0.47 0.45 0.02 0.246
H -1.37735 0.18957 1.62832 0.17 -0.12 0.35 0.441
H 1.34918 -0.02517 0.28020 0.61 -0.35 0.29 0.250
H 0.01334 -0.55863 -0.54230 -0.13 -0.88 -0.68 0.493
O 3.78766 1.77418 -3.29328 -1.05 0.32 2.71 -0.569
C 3.43319 2.08450 -2.15346 1.01 1.03 -1.78 0.672
O 2.59520 3.12445 -1.87921 0.36 -0.94 0.44 -0.257
C 2.03796 3.94753 -2.92139 -0.94 -0.35 -0.59 -0.465
C 0.61476 3.41846 -3.29456 1.35 0.11 0.67 -0.694
C 4.03790 1.52744 -0.85774 0.22 -1.30 -0.38 -0.666
H 2.67297 3.93798 -3.80726 0.12 -0.05 0.17 0.408
H 2.01843 4.94738 -2.48778 -0.06 -0.07 -0.10 0.295
H 0.76666 2.38190 -3.59549 -0.26 0.00 -0.30 0.297
H 0.15279 4.00507 -4.08865 0.07 -0.08 0.05 0.390
H -0.01330 3.41866 -2.40369 -0.12 0.12 -0.10 0.035
H 4.41437 0.52288 -1.05072 -0.18 -0.17 -0.41 0.344
H 3.38102 1.40411 0.00331 -0.31 0.60 -0.14 -0.136
H 4.95978 2.00844 -0.53084 -0.31 0.73 -0.21 0.409
O 2.59935 -3.65951 -0.15642 1.43 0.08 1.82 -0.548
C 3.53736 -3.56655 0.68051 -0.90 0.46 -1.08 0.529
O 4.37006 -4.52245 1.03555 -0.83 -0.98 -0.67 -0.283
C 4.00130 -5.88929 0.68656 -0.06 -1.54 -0.81 -0.085
C 4.81247 -6.58611 -0.43656 -0.78 0.38 -0.51 -1.140
C 3.87450 -2.33138 1.50404 -1.49 0.12 0.15 -0.349
H 2.97161 -5.94285 0.33304 -0.05 0.57 0.23 0.070
H 4.01219 -6.50021 1.58920 0.47 0.53 0.26 0.413
H 5.82337 -6.22543 -0.62659 -0.06 -0.13 0.37 0.291
H 4.24298 -6.50925 -1.36277 0.19 0.70 -0.25 0.292
H 4.76373 -7.67182 -0.35310 0.49 0.00 0.80 0.383
H 4.00786 -2.63734 2.54168 0.70 -0.12 -0.15 0.370
H 2.96046 -1.74131 1.57079 -0.01 0.31 -0.44 -0.364
H 4.67883 -1.69321 1.13813 0.08 -0.40 -0.04 0.363
O -2.19953 5.02352 1.93672 -2.36 0.79 0.55 -0.552
C -1.12955 4.81917 1.50783 2.53 -1.44 -1.41 0.362
O -0.05180 4.61455 2.27940 1.85 -0.04 0.75 -0.175
C -0.02953 5.01440 3.68144 -0.43 0.26 0.46 -0.474
C 1.31894 4.85632 4.44714 -1.40 0.53 -1.69 -0.874
C -0.74097 4.54067 0.01350 -1.05 -0.01 1.16 -0.364
H -0.83549 4.51192 4.21627 -0.08 -0.15 -0.12 0.350
H -0.25674 6.07915 3.73406 -0.19 0.01 -0.27 0.419
H 2.04858 5.36549 3.81747 0.47 -0.37 0.21 0.333
H 1.56069 3.82170 4.69051 0.12 0.30 0.06 -0.018
H 1.14685 5.50913 5.30290 0.32 -0.44 0.35 0.424
H -0.15534 5.35524 -0.41264 -0.18 -0.04 0.02 0.459
H -1.69721 4.38230 -0.48512 0.19 0.39 -0.23 0.059
H -0.19010 3.60591 -0.09072 0.27 0.15 0.30 -0.042
O -0.00363 -0.66569 4.17679 0.52 -2.38 -1.77 -0.615
C 0.13448 0.50200 4.44770 1.41 1.25 1.39 0.517
O 1.27487 1.23466 4.33630 -2.19 -1.07 -0.09 -0.144
C 2.35986 0.63006 3.67496 2.30 0.39 -0.33 0.437
C 3.44688 1.74671 3.48569 -0.86 -0.26 0.06 -1.360
C -0.95292 1.25585 5.04092 -0.85 0.50 0.42 -0.876
H 2.02164 0.12188 2.77194 0.02 0.22 -0.21 -0.389
H 2.81634 -0.13107 4.30774 -0.25 -0.14 0.19 0.411
H 3.29023 2.44207 4.31034 0.28 -0.10 0.12 0.339
H 3.35187 2.36001 2.58962 -0.23 -0.27 -0.16 0.307
H 4.46712 1.36630 3.53565 -0.18 -0.17 0.01 0.407
H -1.41051 1.70713 4.16055 -0.32 0.74 0.26 0.159
H -0.60103 1.96191 5.79309 -0.13 0.28 -0.43 0.305
H -1.69744 0.60065 5.49314 0.18 -0.07 -0.11 0.394
O -1.70397 -2.55171 -1.96213 -1.81 -1.35 0.38 -0.544
C -2.91329 -2.28890 -1.72546 1.87 1.78 -0.46 0.666
O -4.02012 -2.78523 -2.27696 1.91 2.87 3.27 -0.301
C -3.96112 -3.83789 -3.11642 -2.48 -2.59 -2.54 -0.138
C -3.98013 -3.37303 -4.57276 2.52 -0.93 -0.60 -1.219
C -3.19361 -1.03731 -0.89681 -0.61 -1.16 -0.35 -0.796
H -4.91812 -4.34045 -2.97611 -0.09 -0.20 0.26 0.317
H -3.23560 -4.59055 -2.80782 0.58 0.37 -0.55 0.311
H -4.77629 -2.84786 -5.10042 -0.42 0.06 1.10 0.335
H -3.77762 -4.25292 -5.18340 -0.23 -0.25 -0.05 0.371
H -3.04349 -2.83155 -4.70541 -0.04 0.52 -0.25 0.323
H -2.31890 -0.39052 -0.82858 -0.19 -0.18 -0.29 -0.225
H -3.49590 -1.34652 0.10374 -0.23 0.12 0.05 0.500
H -4.03296 -0.58261 -1.42296 0.02 0.44 0.57 0.492
F -2.88420 5.25689 -4.51766 -0.76 -0.07 -0.02 -0.294
C -3.38911 4.06052 -4.15150 1.27 -2.05 -1.75 -0.008
C -3.21041 3.66288 -2.85202 -0.46 0.87 0.50 -0.316
C -3.45871 2.35855 -2.47281 0.55 0.97 1.15 -0.409
C -3.66796 1.41410 -3.41243 -0.49 -1.48 0.10 0.312
C -3.82751 1.73526 -4.72749 0.94 1.42 -1.58 -0.735
C -3.65714 3.07367 -5.16313 -0.18 0.42 1.71 -0.415
H -2.84788 4.39390 -2.14450 -0.22 0.10 0.07 0.524
H -3.39905 2.11626 -1.42203 0.15 -0.14 0.15 0.455
H -3.65405 0.36612 -3.15177 -0.27 -0.06 0.04 0.014
H -3.83552 0.89483 -5.40574 -0.41 0.29 -0.49 0.375
H -3.64573 3.39700 -6.19353 -0.11 -0.22 -0.10 0.439
```
Forces are in eV/Å.

---

[2]
C30H55CuN2O2P2 as an isolated structure. Source: the Open Molecules 2025 dataset; level of theory: ωB97M-V with the def2-TZVPD basis set.

Results
**E_LUMO (alpha / beta)**: -1.911 / -3.974 eV
**DFT total energy**: -3759.04019 Eh
**E_HOMO (alpha / beta)**: -9.531 / -9.557 eV
**Expectation value of S²**: 0.777
**Charge**: +1
**Energy relative to the best compared isomer or geometry (same formula, charge and spin)**: 0.0 kJ/mol
**Frontier orbital gap (alpha / beta)**: 7.620 / 5.583 eV
**Multiplicity**: 2

```
92
Properties=species:S:1:pos:R:3:forces:R:3:mulliken_charge:R:1
C 2.31839 -1.35132 -0.89464 0.32 -0.32 -0.20 0.369
C 1.49121 0.66711 -1.80311 0.88 -0.99 0.30 0.091
C 3.21638 -1.50284 -1.94928 0.06 0.29 -0.30 -0.539
C 2.27958 0.47148 -2.96663 -0.27 0.40 0.55 -1.066
C 3.18736 -0.57166 -2.99496 0.00 -0.51 -0.10 -1.105
H 3.90293 -2.35241 -1.92694 -0.20 0.36 -0.21 0.548
H 2.22781 1.23602 -3.74046 0.14 -0.27 0.04 0.594
H 3.85933 -0.69334 -3.84484 -0.17 0.07 0.21 0.456
N 1.50421 -0.29651 -0.81623 0.57 0.30 -0.50 1.014
P 0.63542 -2.45025 1.02449 0.04 -0.76 -0.09 0.060
P 0.33128 2.37793 0.06710 0.00 0.90 0.65 0.529
C 2.27969 -2.44485 0.17496 -0.18 0.32 -0.06 -2.110
H 2.50371 -3.43535 -0.25443 0.00 0.43 0.01 0.558
H 3.06026 -2.25076 0.92973 -0.27 0.05 -0.25 0.802
C 0.80158 1.88315 -1.55535 -2.16 -0.50 -1.40 -1.211
H 0.30662 2.33873 -2.42266 0.57 0.01 0.22 0.872
C -1.40085 3.29098 0.20602 0.75 0.01 -0.63 2.564
C 1.79323 3.57471 0.10431 -0.36 0.44 0.19 1.800
C -0.39500 -3.63263 -0.03957 0.31 -0.27 0.40 2.271
C 1.08472 -3.21150 2.68787 -0.26 -0.03 -0.29 2.518
C -2.43419 2.36688 0.87309 0.06 -0.13 0.01 -1.508
H -2.09895 1.99209 1.84665 0.00 0.06 -0.10 0.119
H -3.36657 2.93218 1.04146 0.32 -0.10 -0.11 0.592
H -2.67050 1.50795 0.23998 0.03 0.16 0.23 0.032
C -1.31492 4.57223 1.04442 -0.03 0.17 0.02 -1.972
H -0.94586 4.36472 2.05649 -0.04 0.06 -0.21 0.388
H -0.69799 5.35355 0.58449 -0.09 -0.24 0.13 0.354
H -2.32568 4.99742 1.16195 0.23 -0.21 -0.13 0.542
C -1.85342 3.57742 -1.21710 -0.51 0.32 -0.16 -1.645
H -2.77190 4.18614 -1.20031 0.15 -0.16 -0.06 0.605
H -1.10677 4.12195 -1.80763 -0.18 -0.09 0.10 0.273
H -2.08836 2.63420 -1.72555 0.06 0.28 0.09 -0.057
C 1.91028 4.27160 1.45275 0.15 0.23 0.22 -1.692
H 2.05525 3.54396 2.25772 -0.03 0.12 -0.02 0.313
H 2.79443 4.92144 1.40855 -0.11 -0.10 0.16 0.543
H 1.05590 4.90621 1.69533 0.21 -0.17 -0.04 0.331
C 3.08177 2.78166 -0.12935 0.08 -0.03 -0.05 -1.736
H 3.14127 1.90536 0.52110 0.08 0.02 0.01 0.204
H 3.17292 2.45524 -1.16722 0.06 0.01 0.18 0.282
H 3.93671 3.43342 0.08028 -0.09 -0.08 0.05 0.623
C 1.63879 4.59598 -1.02410 0.36 0.30 0.14 -1.605
H 1.85347 4.13323 -1.98696 0.02 0.09 -0.04 0.259
H 0.65053 5.05519 -1.08708 0.14 0.03 0.15 0.206
H 2.37908 5.38255 -0.84088 -0.10 0.09 -0.24 0.560
C -0.23011 -3.59741 3.38672 -0.02 -0.03 0.23 -1.540
H 0.00662 -4.01352 4.37732 -0.09 0.12 -0.18 0.541
H -0.87180 -2.71365 3.53504 0.22 -0.29 -0.06 0.103
H -0.79322 -4.36429 2.83773 0.20 0.22 0.19 0.244
C 1.78816 -2.11443 3.51152 -0.11 0.01 -0.01 -1.460
H 2.62881 -1.65957 2.96948 -0.12 -0.09 0.14 0.305
H 1.08765 -1.31906 3.79167 0.15 -0.22 -0.04 0.173
H 2.19057 -2.56209 4.43251 -0.11 0.12 -0.21 0.585
C 2.02065 -4.42362 2.57652 -0.04 -0.10 0.16 -1.671
H 2.99280 -4.14889 2.14722 -0.18 -0.09 0.13 0.302
H 2.19483 -4.80457 3.59516 0.06 0.06 -0.28 0.565
H 1.59551 -5.24085 1.98553 0.17 0.24 0.21 0.286
C -0.16038 -3.29064 -1.51647 -0.03 0.10 -0.16 -1.567
H 0.85907 -3.51884 -1.85394 -0.21 0.03 0.09 0.213
H -0.84945 -3.88251 -2.13632 0.12 0.03 0.16 0.682
H -0.37796 -2.23671 -1.72273 0.18 -0.20 0.07 -0.087
C -1.86975 -3.36604 0.28952 -0.15 -0.08 -0.02 -1.391
H -2.16839 -2.36834 -0.04572 0.02 -0.23 0.16 -0.018
H -2.48561 -4.10959 -0.23311 0.04 0.13 0.05 0.573
H -2.08489 -3.45739 1.35946 0.03 0.03 -0.18 0.255
C -0.08596 -5.12352 0.17296 -0.27 -0.23 -0.26 -2.035
H 0.95567 -5.38467 -0.06894 -0.29 0.11 0.11 0.327
H -0.32811 -5.47009 1.18734 0.15 0.13 -0.35 0.413
H -0.73316 -5.69724 -0.51462 0.25 0.13 0.19 0.514
Cu 0.16898 -0.19819 0.72174 -0.48 -1.07 -0.82 -0.979
C 0.38268 0.67583 2.25745 0.11 1.12 4.14 1.007
O 0.48505 1.18746 3.28337 0.32 -0.36 -2.14 -0.460
N -1.51874 -0.27379 -0.74184 -1.00 1.07 -2.72 -0.158
C -1.86908 0.01549 -1.82549 1.91 -0.21 1.85 -0.607
C -2.20921 0.25435 -3.27213 0.23 0.29 0.18 2.344
C -1.48924 1.37867 -4.05201 0.38 0.53 0.06 -1.492
C -1.81571 -1.05621 -3.95518 -0.02 -0.49 0.05 -1.833
C -3.71081 0.52438 -3.21989 -0.58 -0.24 0.06 -1.598
H -1.65185 2.39501 -3.67188 -0.06 -0.37 0.06 0.241
H -0.40321 1.22666 -4.14406 -0.36 -0.14 0.16 0.263
H -1.88196 1.39083 -5.08273 -0.02 -0.27 0.43 0.598
H -2.24228 -1.89611 -3.39474 0.09 -0.01 -0.30 0.388
H -2.17343 -1.08316 -4.98968 0.02 0.05 0.19 0.508
H -0.71721 -1.15452 -3.95378 -0.40 -0.03 -0.04 0.292
H -4.08153 1.04072 -4.10929 0.13 -0.19 0.05 0.418
H -4.19367 -0.44868 -3.12474 -0.37 0.13 -0.02 0.423
H -3.98429 1.11857 -2.33493 0.09 -0.07 -0.36 0.261
C -1.79826 0.60666 4.83561 -0.11 -0.10 0.29 -0.755
O -1.59855 -0.32364 3.77180 -0.67 -0.30 -0.13 -0.239
H -2.68292 0.34778 5.43026 0.17 0.07 -0.11 0.337
H -1.90417 1.63780 4.46871 0.05 -0.24 0.03 0.239
H -0.92019 0.53973 5.48391 -0.17 0.15 -0.09 0.240
H -2.45508 -0.67739 3.49223 0.27 0.20 0.13 0.224
```
Forces are in eV/Å.

---

Results for F_max: 4.75 4.29 (in eV/A, following the order of the records).